A structure of composition C31H38CrN2O4P2SeSi2. Source: the Open Molecules 2025 dataset; level of theory: ωB97M-V/def2-TZVPD.

```
! RIJCOSX wB97M-V def2-TZVPD def2/J DEFGRID3
* xyz -2 5
Cr 0.892 1.520 -0.748
C -0.487 2.631 -4.201
Si -0.337 0.786 -4.001
C -2.007 0.070 -4.561
C 0.951 0.133 -5.217
N 0.089 0.350 -2.412
P -0.029 -0.887 -1.404
C 0.796 -0.597 0.002
P 0.541 0.080 1.500
N 0.792 1.650 1.464
Si 1.218 2.913 2.526
C 3.023 3.376 2.342
C 0.133 4.407 2.202
C 0.945 2.431 4.343
C -1.119 -0.263 2.199
C -1.605 -1.566 2.290
C -2.880 -1.813 2.771
C -3.695 -0.757 3.165
C -3.227 0.544 3.063
C -1.947 0.788 2.579
C 1.633 -0.725 2.733
C 2.938 -1.017 2.335
C 3.841 -1.577 3.225
C 3.450 -1.865 4.528
C 2.156 -1.579 4.933
C 1.254 -1.007 4.042
C -1.801 -1.285 -1.141
C -2.278 -2.583 -0.968
C -3.615 -2.817 -0.677
C -4.493 -1.753 -0.529
C -4.024 -0.454 -0.679
C -2.692 -0.224 -0.992
C 0.580 -2.423 -2.203
C -0.043 -2.983 -3.315
C 0.473 -4.120 -3.921
C 1.627 -4.711 -3.423
C 2.255 -4.161 -2.314
C 1.731 -3.026 -1.707
H -0.849 2.870 -5.208
H 0.462 3.149 -4.034
H -1.185 3.044 -3.469
H -2.253 0.494 -5.540
H -2.806 0.343 -3.867
H -2.012 -1.018 -4.664
H 0.730 0.441 -6.244
H 1.012 -0.959 -5.186
H 1.930 0.533 -4.944
H 3.217 3.636 1.299
H 3.666 2.535 2.621
H 3.283 4.235 2.968
H 0.155 4.639 1.135
H 0.489 5.282 2.753
H -0.903 4.213 2.502
H 1.671 1.691 4.688
H -0.058 2.023 4.507
H 1.050 3.325 4.966
H -0.975 -2.389 1.967
H -3.251 -2.830 2.822
H -4.697 -0.950 3.530
H -3.861 1.374 3.353
H -1.575 1.801 2.474
H 3.223 -0.800 1.311
H 4.854 -1.792 2.903
H 4.155 -2.307 5.223
H 1.844 -1.796 5.949
H 0.248 -0.776 4.371
H -1.597 -3.420 -1.071
H -3.969 -3.834 -0.553
H -5.534 -1.933 -0.287
H -4.698 0.385 -0.551
H -2.325 0.790 -1.117
H -0.945 -2.528 -3.706
H -0.025 -4.544 -4.785
H 2.033 -5.597 -3.897
H 3.157 -4.617 -1.921
H 2.195 -2.580 -0.834
O 1.993 4.603 -3.027
Se 1.859 4.144 -1.480
O 2.171 5.343 -0.440
O 2.756 2.785 -1.157
O 0.327 3.505 -1.189
*
```

Computed properties:
energy above the lowest of the compared OMol25 structures with the same formula, charge and spin = 0.000 eV
LUMO level (spin up / spin down) = 0.1575 / 0.1575 hartree
gap between HOMO and LUMO (spin up / spin down) = 5.35 / 6.70 eV
total energy = -172039.3211 eV